No. 1
{"formula": "C25H41MoN3P2", "method": "ωB97M-V/def2-TZVPD", "s2": 2.149, "de_lowest_ev": 2.201, "orbital_gap_ev": [6.4476, 5.1833], "multiplicity": 3, "energy_ha": -1891.51682, "total_charge": 2, "homo_ev": [-13.7, -13.6], "lumo_energy_ev": [-7.2, -8.4], "elements": ["Mo", "C", "C", "C", "C", "C", "C", "H", "H", "H", "C", "H", "H", "H", "C", "H", "H", "H", "C", "H", "H", "H", "C", "H", "H", "H", "C", "C", "C", "C", "C", "C", "C", "C", "H", "H", "H", "H", "H", "H", "H", "H", "H", "H", "H", "H", "P", "C", "C", "P", "C", "C", "C", "H", "H", "H", "H", "H", "H", "H", "H", "H", "H", "H", "H", "H", "H", "N", "C", "N", "C", "N"], "coordinates": [[2.694, -1.038, -1.648], [-0.334, -0.913, 0.071], [-0.070, -1.943, -0.843], [1.871, -1.517, 0.392], [0.841, -0.570, 0.753], [1.309, -2.386, -0.651], [-1.653, -0.290, 0.388], [-2.398, -0.474, -0.389], [-1.547, 0.794, 0.506], [-2.056, -0.661, 1.343], [0.890, 0.398, 1.872], [0.359, 1.320, 1.594], [1.913, 0.687, 2.128], [0.404, 0.011, 2.784], [3.111, -1.761, 1.168], [3.157, -2.788, 1.545], [3.133, -1.113, 2.049], [4.011, -1.572, 0.567], [1.848, -3.710, -1.076], [1.998, -4.372, -0.212], [2.809, -3.637, -1.612], [1.124, -4.218, -1.719], [-1.054, -2.723, -1.622], [-0.984, -3.794, -1.370], [-0.874, -2.619, -2.704], [-2.073, -2.388, -1.394], [-3.048, 3.363, -1.510], [-4.113, 2.714, -1.992], [-4.286, 2.008, -3.313], [-3.119, 2.098, -4.337], [-2.184, 1.030, -3.883], [-1.752, 0.997, -2.575], [-0.888, 2.081, -1.998], [-1.642, 3.434, -2.045], [-5.207, 2.322, -3.822], [-2.633, 3.091, -4.342], [-4.436, 0.934, -3.079], [-1.592, 3.817, -3.073], [-3.120, 3.913, -0.559], [-4.974, 2.564, -1.328], [-1.056, 4.136, -1.431], [-0.603, 1.837, -0.962], [-1.534, -0.007, -2.164], [0.095, 2.207, -2.528], [-3.496, 1.894, -5.365], [-2.384, 0.075, -4.397], [0.167, 0.838, -4.606], [0.222, 2.521, -5.412], [-0.434, -0.007, -6.130], [2.071, -1.278, -3.731], [1.932, 0.292, -4.679], [1.436, -2.570, -4.810], [3.937, -1.420, -3.707], [0.765, 3.275, -4.823], [-0.802, 2.883, -5.583], [0.714, 2.402, -6.389], [0.026, 0.472, -7.002], [-1.519, 0.103, -6.220], [-0.189, -1.072, -6.121], [4.291, -0.712, -4.475], [4.253, -2.465, -3.873], [4.345, -1.065, -2.702], [2.582, 1.072, -4.240], [2.207, 0.058, -5.719], [1.878, -3.507, -4.448], [1.726, -2.374, -5.852], [0.347, -2.667, -4.732], [3.259, 0.655, -0.882], [3.325, 1.743, -0.378], [3.104, 2.935, -0.001], [3.253, 3.420, 1.228], [3.356, 3.941, 2.279]], "lowdin_spin": [0.899, 0.028, 0.047, 0.014, -0.014, -0.012, 0.004, 0.000, 0.001, 0.001, -0.004, 0.000, 0.000, -0.002, 0.006, 0.000, 0.000, 0.004, -0.003, -0.002, 0.000, 0.001, 0.004, 0.001, 0.002, 0.000, 0.006, 0.009, 0.018, 0.012, 0.112, 0.311, 0.023, 0.006, 0.002, 0.003, 0.002, 0.000, 0.000, 0.000, 0.001, 0.000, 0.013, 0.010, 0.000, -0.001, 0.309, 0.019, 0.013, -0.007, 0.096, -0.003, 0.034, 0.000, 0.000, 0.006, 0.005, 0.000, 0.000, -0.001, 0.000, 0.018, 0.000, 0.013, 0.000, -0.001, 0.000, 0.001, 0.009, -0.004, 0.001, -0.007]}



No. 2
{"formula": "C25H41N10O", "method": "ωB97M-V/def2-TZVPD", "orbital_gap_ev": 2.5740, "multiplicity": 1, "energy_ha": -1599.76024, "total_charge": -1, "homo_ev": -0.7, "lumo_energy_ev": 1.8, "elements": ["C", "C", "C", "O", "C", "C", "H", "H", "H", "H", "H", "H", "H", "H", "H", "H", "H", "C", "C", "N", "H", "H", "H", "C", "C", "N", "H", "H", "H", "C", "C", "N", "H", "H", "H", "C", "C", "N", "H", "H", "H", "C", "C", "N", "H", "H", "H", "C", "C", "N", "H", "H", "H", "C", "C", "N", "H", "H", "H", "C", "C", "N", "H", "H", "H", "C", "C", "N", "H", "H", "H", "C", "C", "N", "H", "H", "H"], "coordinates": [[3.714, -3.067, 1.862], [3.042, -1.788, 1.137], [1.482, -1.802, 1.406], [0.712, -2.534, 0.423], [-0.427, -3.176, 0.992], [-1.465, -2.202, 1.729], [4.855, -2.943, 1.838], [3.366, -3.103, 2.956], [3.455, -0.796, 1.573], [3.296, -1.816, 0.034], [1.106, -0.719, 1.345], [1.293, -2.167, 2.456], [-0.995, -3.645, 0.120], [-0.180, -4.037, 1.683], [-1.740, -2.666, 2.728], [-2.436, -2.189, 1.132], [-1.129, -1.135, 1.834], [-4.504, -3.394, -1.776], [-5.275, -2.606, -0.768], [-5.881, -1.994, 0.012], [-3.907, -2.724, -2.395], [-3.840, -4.097, -1.271], [-5.192, -3.950, -2.414], [1.562, -1.049, -2.673], [0.828, -1.053, -3.971], [0.255, -1.058, -4.983], [0.855, -1.114, -1.845], [2.241, -1.901, -2.629], [2.137, -0.132, -2.577], [-1.613, -4.869, 5.816], [-0.652, -4.319, 4.818], [0.096, -3.892, 4.040], [-2.574, -4.361, 5.724], [-1.756, -5.936, 5.644], [-1.226, -4.720, 6.824], [4.047, 1.246, 4.423], [3.887, 1.519, 2.967], [3.766, 1.749, 1.820], [3.403, 0.416, 4.717], [5.083, 0.985, 4.639], [3.774, 2.131, 4.999], [2.734, 3.356, -0.895], [2.017, 2.556, -1.931], [1.464, 1.928, -2.740], [2.533, 2.954, 0.098], [3.808, 3.322, -1.080], [2.399, 4.394, -0.933], [3.761, 7.789, -2.064], [2.541, 7.195, -1.447], [1.588, 6.728, -0.975], [3.551, 8.805, -2.398], [4.571, 7.814, -1.335], [4.071, 7.191, -2.917], [-9.390, -3.769, -1.012], [-8.398, -4.016, -2.096], [-7.611, -4.216, -2.941], [-10.341, -4.239, -1.268], [-9.025, -4.187, -0.074], [-9.543, -2.697, -0.889], [-9.881, -2.346, -5.236], [-11.101, -2.960, -4.634], [-12.047, -3.439, -4.161], [-10.100, -1.327, -5.559], [-9.078, -2.329, -4.499], [-9.560, -2.930, -6.098], [6.532, 4.664, 5.641], [5.316, 4.071, 6.266], [4.368, 3.607, 6.750], [6.315, 5.675, 5.298], [7.342, 4.699, 6.369], [6.843, 4.057, 4.789], [4.934, 5.105, -5.734], [5.549, 6.051, -4.759], [6.027, 6.787, -3.996], [4.004, 5.524, -6.119], [5.619, 4.933, -6.564], [4.721, 4.155, -5.243]], "mulliken_charge": [-0.780, -0.085, -0.288, -0.226, -0.315, -0.448, 0.069, -0.105, -0.088, 0.152, 0.069, 0.165, 0.189, 0.333, 0.059, 0.058, 0.264, -0.635, 0.349, -0.460, 0.264, 0.222, 0.262, -0.481, 0.252, -0.480, 0.103, 0.368, 0.195, -0.838, 0.361, -0.296, 0.272, 0.260, 0.258, -0.757, 0.433, -0.451, 0.285, 0.261, 0.196, -0.255, 0.471, -0.507, 0.123, 0.295, -0.081, -0.382, 0.326, -0.447, 0.313, 0.277, -0.143, -0.839, 0.441, -0.536, 0.353, 0.328, 0.268, -0.659, 0.327, -0.411, 0.282, 0.205, 0.241, -0.721, 0.384, -0.450, 0.263, 0.267, 0.267, -0.792, 0.447, -0.478, 0.274, 0.311, 0.275]}



No. 3
{"formula": "C25H41N2PTi", "method": "ωB97M-V/def2-TZVPD", "de_lowest_ev": 0.000, "orbital_gap_ev": [4.9119, 4.9157], "multiplicity": 1, "energy_ha": -2276.78846, "total_charge": 2, "homo_ev": [-13.8, -13.8], "lumo_energy_ev": [-8.9, -8.9], "elements": ["C", "C", "C", "C", "C", "C", "C", "C", "N", "Ti", "C", "P", "H", "H", "H", "H", "H", "H", "H", "H", "C", "C", "H", "C", "C", "H", "H", "H", "H", "H", "H", "H", "H", "H", "H", "H", "H", "H", "H", "C", "C", "C", "C", "C", "C", "C", "C", "N", "C", "C", "C", "C", "H", "H", "H", "H", "H", "H", "H", "H", "H", "H", "H", "H", "H", "H", "H", "H", "H", "H"], "coordinates": [[1.101, 2.540, -3.354], [-0.193, 2.097, -3.153], [-0.446, 1.018, -2.307], [0.585, 0.295, -1.680], [1.888, 0.821, -1.817], [2.133, 1.917, -2.648], [-1.892, 0.637, -2.233], [-2.188, -0.852, -2.051], [-1.220, -1.868, -2.610], [-0.244, -1.497, -0.755], [3.085, 0.242, -1.121], [2.560, -1.423, -0.502], [-1.047, 2.557, -3.651], [3.162, 2.252, -2.752], [1.294, 3.354, -4.045], [3.367, 0.815, -0.221], [3.966, 0.128, -1.765], [-2.399, 1.204, -1.427], [-2.410, 0.962, -3.158], [-2.248, -1.079, -0.954], [3.965, -2.071, 0.488], [2.725, -2.405, -2.094], [-3.200, -1.129, -2.403], [-0.574, -1.549, -3.892], [-1.975, -3.145, -2.797], [1.943, -0.659, 0.640], [-1.141, -2.078, -4.666], [-0.600, -0.483, -4.129], [0.451, -1.929, -3.878], [-2.122, -3.293, -3.874], [-1.422, -4.003, -2.423], [-2.980, -3.121, -2.356], [3.794, -2.528, -2.324], [2.272, -3.395, -1.970], [2.259, -1.894, -2.945], [4.895, -2.074, -0.096], [4.095, -1.456, 1.394], [3.716, -3.099, 0.783], [-0.304, -3.162, -0.839], [1.931, 0.911, 4.966], [1.166, 1.321, 3.735], [0.872, 2.667, 3.528], [0.137, 3.080, 2.416], [-0.162, 4.553, 2.317], [-0.294, 2.128, 1.478], [-0.105, 0.740, 1.695], [0.712, 0.379, 2.805], [-0.826, -0.271, 0.999], [-2.133, -0.568, 1.631], [-2.222, -0.189, 3.124], [-3.244, 0.286, 0.999], [-2.438, -2.061, 1.546], [2.904, 1.420, 5.032], [1.377, 1.182, 5.880], [2.100, -0.170, 4.980], [1.210, 3.411, 4.262], [-0.777, 4.881, 3.171], [0.762, 5.150, 2.364], [-0.692, 4.802, 1.394], [-0.809, 2.460, 0.570], [0.919, -0.676, 2.991], [-2.106, 0.895, 3.282], [-3.231, -0.457, 3.469], [-1.502, -0.747, 3.737], [-3.477, 0.018, -0.036], [-4.162, 0.145, 1.586], [-2.957, 1.347, 1.036], [-2.518, -2.434, 0.514], [-1.671, -2.634, 2.088], [-3.418, -2.212, 2.027]], "mulliken_charge": [-1.131, -0.826, -0.021, 1.759, 1.090, -0.719, -1.066, 0.338, 0.103, -1.506, -1.818, 1.162, 0.504, 0.529, 0.451, 0.517, 0.665, 0.641, 0.492, -0.678, -1.083, -0.957, 0.626, -0.963, -1.003, -0.294, 0.416, 0.304, 0.310, 0.349, 0.372, 0.381, 0.497, 0.421, 0.241, 0.458, 0.428, 0.428, 0.066, -1.638, 0.559, -0.606, 0.639, -1.781, -0.150, -1.198, -0.157, 1.397, 0.974, -1.702, -1.247, -1.262, 0.390, 0.356, 0.384, 0.458, 0.358, 0.394, 0.366, 0.326, 0.421, 0.358, 0.602, 0.334, 0.146, 0.567, 0.290, 0.129, 0.355, 0.456]}



Number 3 is which compound?
C25H41N2PTi